# 1
The following is a quantum chemistry calculation of 15 unconnected molecules or ions with the total composition C60H165N15O15, from the Open Molecules 2025 dataset.

CARTESIAN COORDINATES (ANGSTROEM)
1 H -4.78934 1.32125 -5.69019
2 C 1.48558 8.20375 0.13747
3 H -3.34346 1.44042 3.92165
4 C 0.14401 -6.55448 -1.19877
5 C 2.79897 1.57526 6.11350
6 H 6.99901 -1.79372 3.54607
7 H -1.52044 -2.48182 -2.11352
8 H -1.40583 2.11906 -6.25396
9 N -3.72317 -1.90241 -1.02159
10 C 7.06790 -1.54832 2.48628
11 H -1.12456 0.84831 5.95637
12 C 2.03766 0.03428 -4.52099
13 H -4.48948 4.31582 -0.05056
14 H 0.06545 -7.27807 2.22890
15 H -0.80395 -9.74803 2.34806
16 H 1.71454 -0.66331 -1.03388
17 H 3.54467 0.31380 -8.31130
18 H 0.78246 -2.72857 3.80318
19 O -0.67132 2.66125 -4.35014
20 H -3.93445 -2.64443 -2.92563
21 H 1.91925 9.13808 -0.21899
22 H -6.59649 5.51285 -2.52189
23 H 1.10671 -6.94299 -1.53096
24 N 4.65968 2.03978 -3.08955
25 C -5.69275 3.88081 -1.74963
26 H 2.01262 0.39224 3.96303
27 H 5.60526 1.55527 0.07201
28 C 0.21086 4.86584 -2.31700
29 H 1.63604 5.77596 -4.93154
30 H -1.69302 4.36344 0.05896
31 H -3.26814 -2.06021 -5.64197
32 N -5.84642 -1.65657 -4.61062
33 H 3.53774 6.08325 4.33973
34 C 2.90995 4.18126 0.91971
35 H -6.69359 -5.75750 -1.30619
36 H -2.65987 0.25014 5.90158
37 H 5.09298 0.14743 3.75218
38 H -2.53644 -2.05691 3.66354
39 H 2.07729 -3.68984 8.28538
40 N -1.52348 1.72215 3.12403
41 H 0.86297 -1.81975 6.25318
42 H 2.51843 1.88886 7.11901
43 H 2.86525 -0.48171 -4.03421
44 H 2.83739 -1.50857 3.16541
45 H -4.65379 1.72880 5.81251
46 H -4.90840 2.90239 7.10430
47 H 2.97281 0.50465 6.00536
48 N 1.19025 -5.18612 0.56203
49 H 2.46129 3.76997 1.82394
50 C -2.41615 -3.83530 2.51000
51 H 6.03497 0.51937 -1.29201
52 H 0.09755 3.90845 -1.80838
53 H 0.01484 -5.66000 -1.80814
54 C -3.60650 -3.01419 -1.95412
55 O -2.99396 -4.75389 3.42146
56 H 0.70920 1.67108 -0.45213
57 H -5.12730 5.72778 -1.86217
58 H -1.90611 -3.98272 -2.95950
59 H 0.64555 -1.39313 1.72778
60 H -2.72402 -6.37751 2.14662
61 H 2.41766 -1.89223 8.31208
62 N 4.68140 -1.63651 1.82243
63 H -3.83159 2.59235 1.65888
64 H -1.79001 -3.89689 -1.19003
65 C -4.88498 -0.62455 -4.93724
66 H 5.00241 -4.40675 -1.72727
67 H 1.26828 7.74273 -0.82604
68 C 5.46649 0.46531 2.77876
69 H -2.81810 -1.48758 0.87443
70 O 1.25050 -4.57103 -4.00687
71 C -1.56118 1.95536 -5.18759
72 O 2.72835 4.26862 4.71383
73 N -2.26042 -1.45945 1.71604
74 H 0.55178 6.42305 2.00452
75 C 0.59044 4.73222 -3.79100
76 H -6.03384 3.71605 0.40930
77 H -1.80943 0.90035 2.61121
78 H 3.76571 1.05739 -1.53143
79 O -0.84116 6.19135 0.54335
80 H 9.46664 -1.73859 3.63490
81 H 1.20921 -1.93738 -4.72225
82 C 1.49420 3.57639 4.95721
83 H 10.17881 -0.55177 2.55228
84 C 1.66130 2.06222 5.11278
85 H 2.32318 5.97558 5.71752
86 H 5.23388 1.27347 -3.41073
87 H 0.99227 -3.80850 -5.93571
88 H -4.69165 -1.20860 2.57329
89 H -4.62701 -1.46379 -1.12552
90 H 7.26622 -2.53728 2.07310
91 H 1.89441 -2.96345 -1.87153
92 H 3.72330 -3.06231 8.38718
93 H 2.68863 1.05070 0.38635
94 C 0.60328 -4.57179 -5.26178
95 C 2.95919 -3.18930 -1.92913
96 H -0.44430 -4.37789 -5.03139
97 H 0.90276 5.49946 -1.76211
98 C 5.77861 1.53890 -1.00399
99 H 0.81311 -3.53799 6.24245
100 H 3.62000 4.93290 1.26464
101 N 2.37887 0.14766 0.71598
102 C 2.62751 -4.54765 -4.11857
103 H 2.99935 3.45007 -1.73809
104 H 1.27060 -7.86680 1.11223
105 H -1.51155 -6.27131 3.50980
106 H 3.38085 -3.14858 -0.92481
107 H 1.16843 -4.65632 -0.29759
108 H 4.57861 3.99131 -1.16087
109 C -0.49587 4.05781 -4.65651
110 H -0.38366 0.86053 0.65556
111 H 2.69540 -5.28959 -2.14036
112 C -3.88019 -1.22285 -5.97712
113 O 2.72150 -2.88330 6.54686
114 H 0.03268 -2.14654 0.15535
115 C 0.23717 0.71441 -0.22836
116 H -6.54859 -4.76435 0.13197
117 C 3.20991 -4.48226 -2.66150
118 H 0.08371 -0.76673 -5.10835
119 H -6.13783 0.43592 -6.32087
120 H -3.19817 -6.78063 3.74735
121 H 6.32386 1.13725 2.81771
122 C 0.88489 -0.95038 -4.39247
123 H -5.03254 3.37724 5.39715
124 H -1.39491 -1.86395 1.38838
125 H -0.32245 4.18228 -5.72540
126 O 8.13090 -0.66953 2.37038
127 H 3.74391 2.07711 5.90531
128 H -0.83011 -5.68600 0.45370
129 H 2.06004 0.45450 1.62388
130 H 0.85114 3.78637 4.10253
131 H 2.78887 1.79465 3.55896
132 O -3.10950 3.04489 6.22350
133 H 3.47555 -1.70480 4.56099
134 H 2.98651 -5.46458 -4.58595
135 H 9.62189 -2.06516 1.88503
136 H 5.02342 -4.06150 -3.25639
137 N 1.72992 1.31043 -3.86283
138 H 1.64307 -2.36980 0.64554
139 H 1.44716 1.14944 -2.90668
140 N 0.93422 6.02606 -4.24962
141 C -5.24024 3.57453 -0.32436
142 N 2.56635 -1.59864 4.13417
143 H -0.79368 5.28874 -2.30536
144 H 0.59311 -0.95675 -3.34226
145 H -4.31906 -5.10112 -2.07988
146 C -4.52358 -4.20929 -1.48749
147 H -0.56003 8.78547 0.47956
148 N 4.60410 -4.70926 -2.60473
149 H 4.02697 -0.99602 1.39629
150 O 3.51031 3.03935 0.26430
151 H -2.63646 -4.03787 1.46190
152 N -6.02358 5.28369 -1.72228
153 H -5.49575 -2.41908 -4.04874
154 H -2.40367 0.68158 -0.94888
155 H -4.28090 2.58477 -2.75115
156 H -1.47714 0.89173 -4.96457
157 H -6.57808 -1.25969 -4.03856
158 C -6.78607 -4.73810 -0.93153
159 H -7.47117 2.72917 -3.92437
160 H -2.84639 3.82834 4.28714
161 H -3.19893 -0.46419 -6.36237
162 C 1.42648 -2.69394 5.92708
163 H 1.79121 -4.83434 4.10970
164 H -4.96702 3.80036 -3.82388
165 H 2.05301 -5.71111 0.55062
166 H 1.52180 4.16962 -3.85549
167 C 5.83250 -0.74969 1.95873
168 H 0.94687 3.93751 5.82791
169 H 3.77602 2.00970 -3.57776
170 C -2.88388 -2.36422 2.67715
171 H -6.44001 2.98065 -5.27780
172 C 0.26584 -7.44835 1.17109
173 C -1.41457 4.94351 0.93877
174 C 4.43953 1.90886 -1.62653
175 H -2.29341 4.99856 1.58120
176 C 2.73306 -2.87811 7.97051
177 H -5.41057 1.99480 1.85110
178 C -1.66287 1.12423 -1.61474
179 H -7.79979 -4.33943 -0.97043
180 O -0.74208 -8.40030 0.79485
181 H -4.30609 -4.48890 -0.45666
182 H -4.87006 -2.70184 1.72717
183 C -4.54949 1.92165 1.18680
184 H 2.78159 -4.04290 2.94563
185 N 0.52376 9.26617 2.11410
186 H -0.65828 -7.22733 -1.50162
187 H 2.34821 7.66442 0.52871
188 C 2.38769 0.26952 -6.03935
189 C -7.06913 2.22694 -4.80428
190 C -2.54119 -6.11424 3.18843
191 C -4.41169 -2.26130 2.61256
192 H -1.60808 2.20919 -1.52553
193 H -2.57662 2.21512 -4.88843
194 H -3.00423 -1.26844 -1.33987
195 H 4.83073 -2.38909 1.16561
196 H -0.63229 4.35282 1.41543
197 H 2.54189 -1.05012 -8.60444
198 H 1.50186 6.57215 -3.61743
199 C 3.34841 -0.69939 -7.96054
200 C -2.40558 3.12513 4.99375
201 H 4.65428 1.06124 2.36252
202 C 0.83826 -1.63564 0.68272
203 H -0.55782 1.54344 3.35996
204 H 0.92554 1.78078 -4.25252
205 C -1.86152 0.53570 5.21660
206 H -4.25292 -0.30738 -4.10779
207 C 1.29074 -0.36019 -0.07648
208 H -4.17629 0.89876 1.13673
209 H 1.30965 8.91544 2.64273
210 H -6.60416 3.37029 -2.06073
211 N 1.90662 1.38863 3.83621
212 C 0.11365 -6.19622 0.26113
213 C 2.49384 -4.00877 3.99641
214 H 1.44132 0.48356 -6.53601
215 H -4.42635 -1.58616 -6.84764
216 H 0.63838 -5.53230 -5.77588
217 H -1.34541 -10.36781 0.76943
218 H 6.53857 2.27364 -1.26989
219 C -2.36671 1.69066 4.33572
220 C 0.25066 8.32381 1.04325
221 H -1.46294 4.54657 -4.53823
222 O -4.88780 2.19304 -0.15496
223 H 3.43829 -4.17894 4.51328
224 H 3.06171 -3.66381 -4.58590
225 O -5.89677 -3.81986 -1.62548
226 C 2.60860 5.65489 4.71562
227 H 3.06647 1.12106 -6.08688
228 H 0.39633 -10.12492 1.11343
229 H -1.01876 7.20415 2.39094
230 H 0.70130 1.65383 5.42856
231 H -7.83150 2.02612 -5.55699
232 H -1.37615 3.41672 5.20196
233 C -0.29452 6.98318 1.60687
234 H -1.46045 -0.36642 4.75464
235 C 3.83579 3.19709 -1.08658
236 C 9.39793 -1.30762 2.63608
237 H 4.28318 -1.22505 -8.15543
238 H -0.23833 9.28611 2.77662
239 H -4.75296 -2.78140 3.50762
240 O -6.31181 1.11211 -4.35589
241 O -0.51355 0.32594 -1.41060
242 H 2.05037 4.60509 0.40048
243 O 3.08832 -0.87252 -6.57377
244 H 6.21670 -0.51483 0.96609
245 C 1.68950 -2.72877 4.40764
246 H -2.01833 0.78147 -2.58647
247 C -5.56445 0.60798 -5.40996
248 C -0.61094 -9.74111 1.27530
249 H 3.43092 -2.38695 -2.49640
250 H 1.78421 6.01551 4.10044
251 H -3.64219 4.12903 -2.60653
252 C -2.13951 -3.37844 -2.08287
253 C -4.58752 3.62871 -2.81659
254 C -4.48280 2.76323 6.11051
255 H -1.32792 -3.86691 2.56356

Cartesian forces (eV/Å) of the 2 atoms listed first:
0.3 0.4 -0.1
0.1 -0.1 -0.9

Results
total charge: 0

---

# 2
The following is a quantum chemistry calculation of 16 unconnected molecules or ions with the total composition C23H81BN2O18S, from the Open Molecules 2025 dataset.

CARTESIAN COORDINATES (ANGSTROEM)
1 C 3.18192 -0.45245 3.64125
2 H -0.39345 1.63063 3.81514
3 C 1.82076 -3.81185 4.86537
4 H -1.19424 -1.20083 1.01740
5 H -6.08577 -0.92391 8.10008
6 C -3.75898 -3.08297 2.80557
7 H -0.77930 -1.54376 -2.59047
8 H 0.34850 -0.45516 -1.80932
9 H -7.48876 2.95662 -9.74361
10 C 8.76520 -1.50648 2.83399
11 H 2.39706 2.56439 -1.69018
12 H -3.22282 0.21882 4.12892
13 H 3.58510 -0.57895 -0.24311
14 C 2.57641 0.63845 2.76356
15 H 2.14777 0.22271 1.84344
16 O -1.17333 1.93276 -3.20905
17 O 3.22183 -4.07418 4.75352
18 H 5.90728 0.13816 7.02792
19 C 6.24241 0.45439 6.04333
20 H -3.58215 3.92108 -10.71027
21 C -7.11234 2.37274 -10.58845
22 H 3.46203 -0.01895 4.60575
23 O 5.24105 -1.98080 3.84485
24 H 7.23252 0.90833 6.13443
25 H -3.13293 5.63235 -6.56710
26 H -3.36153 1.20138 -3.13006
27 H 0.99165 -2.79124 -1.50137
28 H -4.29153 -3.44955 3.68729
29 H 4.69805 -2.55865 4.39776
30 N -1.30636 -0.30531 0.55233
31 H 0.33173 1.98932 -4.65622
32 H 4.26426 0.86797 -0.39639
33 H -6.68282 0.80046 5.94567
34 H -7.18064 1.31640 -10.33864
35 O 4.83565 -1.03788 1.73310
36 H -7.87232 3.49235 -11.99517
37 H 3.75436 3.13808 -0.72126
38 H 2.45855 -1.25738 3.79682
39 H 8.39787 -2.52468 2.68709
40 H -2.80269 2.01485 -8.78063
41 C -5.78470 -0.40544 7.19230
42 H 2.41224 2.27888 0.05403
43 H -3.55233 -7.25640 1.18247
44 C 4.16869 -1.90309 -1.56673
45 H -5.47059 -1.14805 6.45306
46 O -3.40371 3.98596 -5.41441
47 C 0.24810 -2.34430 -0.83361
48 C -1.58733 -0.55684 -0.85466
49 H -1.74041 -3.17748 -0.42769
50 H 5.74135 3.05250 -0.11858
51 O 3.66523 1.08752 -1.12005
52 H -3.98047 3.22004 -5.34383
53 B 4.43767 -1.18159 3.05308
54 H -2.29135 1.97974 -10.47595
55 O 3.34835 -1.48133 -0.48838
56 O -6.91407 0.33162 6.75184
57 O 5.28434 1.39810 5.56286
58 H 0.25999 0.72414 -0.15759
59 O -3.76730 3.36908 -9.94681
60 H -4.10890 -5.25075 0.08574
61 H 7.07751 3.43427 0.97006
62 O -3.17517 -5.44603 0.19564
63 H -4.83116 5.15277 -6.39050
64 H -3.39645 -7.37849 -0.58327
65 H 5.56873 1.69953 4.69673
66 H -4.14961 3.28176 -2.43260
67 C -3.62382 1.22258 4.26698
68 H 3.35052 1.35154 2.45898
69 H 0.43066 3.25610 -3.41621
70 H 5.58685 2.68894 1.61263
71 H 5.05592 -1.88936 1.34975
72 H -1.97089 -7.05155 0.41352
73 H -5.35764 1.99521 -2.19683
74 C 6.28081 2.71332 0.76401
75 H -2.70718 -3.34811 2.89459
76 C -2.58654 2.63153 -9.65004
77 H 5.22774 -1.95154 -1.29601
78 C -0.68930 -3.44639 -0.30600
79 H -1.34315 -0.69514 3.48033
80 C 0.24694 1.06266 3.13942
81 H -3.75771 4.23170 -7.46119
82 H -0.53011 -3.64983 0.75769
83 H 6.29974 -0.41710 5.38686
84 O -3.81211 -1.66557 2.70909
85 H -1.17941 1.82767 1.74606
86 H -6.06561 2.63356 -10.75304
87 H -4.15365 -3.57667 1.91579
88 O 1.57208 1.40569 3.45644
89 H -0.55850 -4.40134 -0.82128
90 H -5.44087 3.04737 -3.61757
91 C 0.16172 2.21209 -3.60052
92 H -4.15035 1.27011 5.21874
93 H 0.81513 1.57783 -3.00147
94 O 6.76744 1.42729 0.44049
95 H 9.72267 -1.40090 2.32876
96 H -1.76603 2.49123 -3.72895
97 H 1.67803 -3.29650 5.81218
98 S -0.01113 -0.71679 3.58364
99 H 3.36858 -4.54495 3.92812
100 H -4.12204 1.47322 2.40371
101 H 1.24396 -4.73906 4.87699
102 H -4.72218 -1.37028 2.61919
103 O 7.89185 -0.54630 2.25773
104 C -4.76318 2.53308 -2.93910
105 H 7.21272 1.05050 1.20666
106 C -0.15066 1.43876 1.70465
107 H -2.80490 1.94736 4.29099
108 H -2.46902 -1.20546 -0.87513
109 C -3.03576 -6.85527 0.30612
110 H 3.83588 -2.90532 -1.83155
111 C 3.03535 2.32455 -0.84280
112 H 1.45029 -3.17495 4.06204
113 H 0.82341 -1.89000 -0.02267
114 H 8.91277 -1.34066 3.90423
115 H 0.52301 2.24569 1.40441
116 C -0.42281 -1.20931 -1.60869
117 H -4.93773 0.24428 7.42957
118 H -1.74944 3.29214 -9.40957
119 C -3.80998 4.78216 -6.51923
120 H 4.05958 -1.25800 -2.44180
121 N -0.05794 0.37833 0.73824
122 H 7.02374 -0.64592 2.66191
123 O -4.57428 1.52447 3.25118
124 O -7.91143 2.56554 -11.75137
125 H -1.87088 0.37314 -1.35937
126 O -3.96979 1.64927 -3.72774

Cartesian forces (eV/Å) of the 2 atoms listed first:
0.2 0.4 -0.2
0.3 0.1 0.1

Results
total charge: 0

---

# 3
The following is a quantum chemistry calculation of a molecular structure, C27H28F4IN6O2Ta, from the Open Molecules 2025 dataset.

CARTESIAN COORDINATES (ANGSTROEM)
1 C -2.64658 -2.07370 0.40151
2 H -1.36131 -0.99811 -3.62072
3 O 0.07635 2.41045 0.76839
4 C -0.53893 -1.54202 4.10155
5 H -0.04407 0.61495 -4.04585
6 C 0.69003 -3.36239 2.42644
7 H -4.00493 0.31192 -0.23751
8 H -1.10323 1.34757 3.75175
9 C 0.47785 0.65197 -3.08682
10 H -2.47244 0.31186 3.40047
11 H 2.17616 -1.14229 -1.15361
12 H -3.20914 2.36003 2.54641
13 C -0.42157 -1.20094 2.75163
14 C 0.60286 4.60407 -0.70838
15 H -0.11012 4.99042 0.01634
16 C -2.97678 -2.58010 -1.75100
17 N 2.47034 -0.63053 -0.32701
18 C -3.31657 -2.94108 -0.43765
19 O 0.09634 3.35057 -1.27338
20 C -1.26522 -0.84439 -2.54896
21 H -3.00421 2.42235 -1.17741
22 C 2.98185 0.82476 -3.09955
23 H 2.04064 1.72338 1.74899
24 C -0.11968 2.37668 -0.46393
25 H -1.60454 2.86710 2.04220
26 C 1.84715 0.03322 -3.21981
27 N 1.67402 0.30582 0.23188
28 F -0.21298 -3.01106 5.86740
29 N -0.35538 -0.03313 -2.07328
30 C 2.44984 0.94212 1.13362
31 N -2.55269 1.55186 0.70227
32 H 0.70125 5.27430 -1.55317
33 H 1.11497 -1.96337 -3.58161
34 H 5.37035 -1.54710 -3.47728
35 H -2.66069 -2.05605 1.48010
36 C 3.73337 0.41644 1.12768
37 C -3.78986 0.72117 0.74581
38 C -2.89745 2.73019 -0.13855
39 H -3.29858 -3.05619 -2.66380
40 Ta -0.55349 0.36710 0.15624
41 F 0.37237 -1.85252 0.63432
42 H -4.61924 1.35550 1.06287
43 C 0.21435 -2.15795 1.96826
44 H -3.96671 -3.74325 -0.13154
45 H -3.67662 -0.08614 1.45855
46 H 0.91060 -4.62666 4.15555
47 H 3.35860 -2.96404 -3.72373
48 C -0.06503 -2.76038 4.57679
49 C 0.54978 -3.68748 3.76067
50 N -1.91608 -1.17114 -0.31744
51 H -2.13977 3.50264 -0.05779
52 F -1.08205 -0.70610 4.99043
53 N -0.84259 -0.01145 2.12762
54 C 3.70717 -0.57630 0.16387
55 H 4.48387 -1.22747 -0.20181
56 C -1.67819 0.90060 2.94063
57 H 0.57685 1.70039 -2.82251
58 H 2.87797 1.89096 -2.93228
59 F 1.27671 -4.18881 1.56684
60 I 5.33289 0.99154 2.28549
61 C 3.25453 -1.90361 -3.53545
62 C 1.98980 -1.33421 -3.45521
63 C -2.27535 2.01739 2.09431
64 H 5.12609 0.88509 -3.10286
65 H -3.84207 3.15534 0.20437
66 H 1.56327 4.42228 -0.23326
67 C -2.10757 -1.50519 -1.64900
68 C 4.24785 0.25918 -3.19079
69 C 4.38562 -1.10604 -3.39833

Cartesian forces (eV/Å) of the 2 atoms listed first:
0.0 0.0 0.0
0.0 0.0 0.0

Results
total charge: +2

---

Summary of Kohn-Sham gap in Eh
0.3283, 0.3055, 0.2529
(order as listed above)
Summary of LUMO energy in eV
0.5, 0.3, -7.2
(order as listed above)
Summary of E_HOMO in eV
-8.41, -7.98, -14.12
(order as listed above)